(1)
Density functional theory data (the ωB97M-V functional and the def2-TZVPD basis) for C32H25AgF5N3O4 as an isolated structure.

Computed properties:
HOMO level in eV: 0.12
Total charge: -2

Atoms and positions in Å:
Ag (-1.47, 0.28, 0.48)
C (-5.03, -1.99, 1.36)
C (-4.41, -0.69, 0.84)
O (-3.45, -0.78, 0.03)
C (-4.95, 0.49, 1.35)
C (-4.41, 1.77, 1.10)
C (-5.11, 2.97, 1.70)
N (-3.32, 1.93, 0.41)
N (-2.99, 3.17, -0.01)
C (-1.69, 3.37, -0.15)
O (-0.78, 2.63, 0.29)
C (-1.34, 4.61, -0.89)
C (-2.29, 5.57, -1.25)
C (-1.91, 6.68, -1.99)
C (-0.59, 6.86, -2.37)
C (0.36, 5.91, -2.00)
C (-0.01, 4.80, -1.26)
H (-4.34, -2.43, 2.07)
H (-5.17, -2.70, 0.55)
H (-5.98, -1.81, 1.85)
H (-5.77, 0.42, 2.05)
H (-5.99, 2.68, 2.29)
H (-5.43, 3.64, 0.90)
H (-4.43, 3.53, 2.34)
H (-3.31, 5.42, -0.96)
H (-2.66, 7.42, -2.27)
H (-0.30, 7.72, -2.95)
H (1.39, 6.03, -2.30)
H (0.71, 4.05, -0.98)
F (-0.99, -2.08, 3.49)
C (-0.52, -2.55, 2.29)
C (-0.65, -1.82, 1.17)
C (-0.16, -2.51, -0.01)
F (-0.19, -1.82, -1.17)
C (0.30, -3.77, -0.07)
F (0.68, -4.35, -1.25)
C (0.45, -4.64, 1.13)
F (-0.27, -5.82, 0.96)
C (0.15, -3.89, 2.45)
F (-0.54, -4.70, 3.35)
C (4.17, -3.40, -1.76)
O (4.35, -2.93, -0.44)
C (3.42, -3.31, 0.50)
C (2.98, -4.57, 0.63)
C (1.91, -4.90, 1.61)
C (1.68, -3.91, 2.77)
C (2.25, -2.56, 2.52)
C (2.90, -2.25, 1.36)
N (2.93, -0.93, 0.95)
C (3.71, -0.38, 0.00)
C (3.19, 0.50, -0.94)
C (4.01, 1.01, -1.97)
C (3.48, 1.69, -3.03)
C (2.09, 1.89, -3.11)
C (1.26, 1.44, -2.12)
C (1.76, 0.77, -0.97)
O (1.01, 0.39, -0.02)
H (4.77, -2.74, -2.39)
H (3.12, -3.35, -2.07)
H (4.53, -4.43, -1.87)
H (3.32, -5.36, -0.02)
H (2.00, -5.94, 1.94)
H (1.90, -4.29, 3.77)
H (1.88, -1.76, 3.14)
H (1.98, -0.46, 0.91)
H (4.75, -0.68, -0.05)
H (5.07, 0.82, -1.92)
H (4.12, 2.04, -3.83)
H (1.68, 2.41, -3.97)
H (0.19, 1.58, -2.16)

(2)
Density functional theory data (the ωB97M-V functional and the def2-TZVPD basis) for a 6-piece molecular cluster, H12O6 overall.

Computed properties:
HOMO level in eV: -11.11
Total charge: 0
SMILES: O.O.O.O.O.O
Energy relative to the best compared isomer or geometry (same formula, charge and spin) in kcal per mole: 56.90

Atoms and positions in Å:
H (0.83, 0.25, 0.61)
H (-0.60, 0.26, 1.01)
H (4.17, -0.73, -1.15)
H (3.70, -2.08, -0.65)
H (-4.54, 0.25, -1.53)
H (-4.13, -0.57, -0.19)
H (-1.45, 2.56, -0.28)
H (-2.41, 3.56, 0.38)
H (-1.98, -2.98, 0.65)
H (-2.30, -1.69, 1.42)
H (3.91, 0.11, 0.19)
H (5.19, 0.88, 0.33)
O (0.22, -0.11, 1.30)
O (3.54, -1.35, -1.30)
O (-4.27, -0.67, -1.16)
O (-1.77, 3.48, -0.33)
O (-2.39, -2.10, 0.58)
O (4.28, 0.92, 0.10)

(3)
Density functional theory data (the ωB97M-V functional and the def2-TZVPD basis) for a 7-piece molecular cluster, C63H56INO24S overall.

Computed properties:
HOMO level in eV: -7.51
Total charge: 0
SMILES: C#Cc1ccc2c(c1CC[C@H](C)CCC=C(C)C)Sc1ccccc1N2CCCI.O=C1C=C(O)C(=O)C=C1O.O=C1C=C(O)C(=O)C=C1O.O=C1C=C(O)C(=O)C=C1O.O=C1C=C(O)C(=O)C=C1O.O=C1C=C(O)C(=O)C=C1O.O=C1C=C(O)C(=O)C=C1O

Atoms and positions in Å:
C (-1.07, -2.33, 2.01)
C (-1.12, -1.24, 1.53)
C (-0.99, 0.02, 0.85)
C (0.00, 0.88, 1.32)
C (0.17, 2.12, 0.74)
C (-0.66, 2.52, -0.30)
C (-1.64, 1.65, -0.76)
C (-1.84, 0.38, -0.21)
C (-2.90, -0.60, -0.68)
C (-4.34, -0.07, -0.43)
C (-5.40, -0.46, -1.47)
C (-4.98, -0.27, -2.93)
C (-6.61, 0.46, -1.21)
C (-7.82, 0.20, -2.13)
C (-8.05, 1.46, -2.95)
C (-7.79, 1.59, -4.27)
C (-8.35, 0.69, -5.35)
C (-6.90, 2.73, -4.75)
S (-2.65, 2.23, -2.11)
C (-2.74, 3.95, -1.70)
C (-3.88, 4.70, -1.95)
C (-3.94, 6.05, -1.63)
C (-2.84, 6.63, -1.02)
C (-1.70, 5.88, -0.77)
C (-1.62, 4.54, -1.11)
N (-0.41, 3.82, -0.87)
C (0.31, 3.67, -2.19)
C (1.55, 4.55, -2.27)
C (2.35, 4.16, -3.51)
I (1.45, 4.91, -5.32)
H (-1.32, -3.32, 2.32)
H (0.62, 0.56, 2.14)
H (0.94, 2.80, 1.08)
H (-2.75, -1.51, -0.11)
H (-2.70, -0.84, -1.72)
H (-4.66, -0.52, 0.51)
H (-4.28, 1.00, -0.25)
H (-5.71, -1.50, -1.32)
H (-5.77, -0.57, -3.62)
H (-4.80, 0.78, -3.14)
H (-4.11, -0.86, -3.22)
H (-6.29, 1.50, -1.33)
H (-6.93, 0.36, -0.17)
H (-7.70, -0.66, -2.79)
H (-8.71, 0.06, -1.52)
H (-8.46, 2.32, -2.41)
H (-7.98, -0.34, -5.25)
H (-8.05, 1.08, -6.33)
H (-9.43, 0.73, -5.32)
H (-6.07, 2.29, -5.30)
H (-7.43, 3.47, -5.36)
H (-6.52, 3.24, -3.87)
H (-4.74, 4.23, -2.42)
H (-4.86, 6.58, -1.86)
H (-2.89, 7.68, -0.74)
H (-0.85, 6.37, -0.31)
H (0.58, 2.62, -2.29)
H (-0.36, 3.89, -3.02)
H (1.22, 5.59, -2.37)
H (2.20, 4.39, -1.41)
H (3.38, 4.50, -3.46)
H (2.37, 3.08, -3.63)
C (1.68, -3.37, 4.11)
C (0.82, -3.84, 5.02)
C (1.20, -4.02, 6.46)
O (0.35, -4.44, 7.23)
C (2.56, -3.71, 6.86)
C (3.43, -3.24, 5.96)
C (3.04, -3.03, 4.52)
O (3.88, -2.59, 3.76)
O (4.68, -2.94, 6.27)
O (-0.44, -4.17, 4.72)
H (1.42, -3.23, 3.07)
H (2.82, -3.86, 7.90)
H (5.09, -2.62, 5.44)
H (-0.84, -4.48, 5.55)
C (4.97, -6.56, 3.82)
C (5.81, -7.09, 2.92)
C (7.11, -7.73, 3.33)
O (7.81, -8.21, 2.45)
C (7.46, -7.74, 4.74)
C (6.63, -7.20, 5.64)
C (5.31, -6.59, 5.23)
O (4.60, -6.14, 6.10)
O (6.89, -7.18, 6.94)
O (5.56, -7.10, 1.62)
H (4.04, -6.10, 3.53)
H (8.41, -8.19, 5.02)
H (6.12, -6.74, 7.36)
H (6.32, -7.54, 1.20)
C (6.05, 7.38, -7.10)
C (5.52, 6.55, -6.19)
C (5.43, 6.91, -4.74)
O (4.92, 6.11, -3.97)
C (5.97, 8.19, -4.32)
C (6.51, 9.02, -5.22)
C (6.58, 8.67, -6.68)
O (7.07, 9.47, -7.44)
O (7.03, 10.20, -4.89)
O (5.02, 5.35, -6.53)
H (6.12, 7.12, -8.15)
H (5.92, 8.43, -3.26)
H (7.35, 10.59, -5.73)
H (4.69, 4.96, -5.70)
C (2.93, -9.66, 11.09)
C (1.77, -9.48, 10.44)
C (1.67, -8.63, 9.20)
O (0.59, -8.53, 8.66)
C (2.88, -7.98, 8.72)
C (4.04, -8.16, 9.37)
C (4.14, -9.02, 10.59)
O (5.23, -9.15, 11.11)
O (5.18, -7.58, 8.98)
O (0.63, -10.03, 10.84)
H (3.01, -10.26, 11.98)
H (2.80, -7.35, 7.84)
H (5.86, -7.88, 9.62)
H (-0.05, -9.74, 10.20)
C (-9.95, 0.85, 2.04)
C (-10.63, 0.33, 3.06)
C (-10.05, 0.24, 4.45)
O (-10.74, -0.23, 5.33)
C (-8.69, 0.72, 4.65)
C (-8.01, 1.24, 3.62)
C (-8.60, 1.35, 2.25)
O (-7.92, 1.85, 1.37)
O (-6.76, 1.69, 3.75)
O (-11.87, -0.15, 2.94)
H (-10.36, 0.92, 1.04)
H (-8.28, 0.63, 5.64)
H (-6.50, 2.01, 2.86)
H (-12.13, -0.46, 3.82)
C (8.12, 2.57, -8.75)
C (8.02, 1.36, -9.33)
C (6.70, 0.83, -9.80)
O (6.69, -0.27, -10.34)
C (5.51, 1.63, -9.59)
C (5.61, 2.83, -9.01)
C (6.93, 3.39, -8.56)
O (6.96, 4.49, -8.05)
O (4.55, 3.60, -8.78)
O (9.06, 0.57, -9.53)
H (9.06, 2.96, -8.40)
H (4.56, 1.23, -9.92)
H (4.88, 4.41, -8.34)
H (8.71, -0.23, -9.97)

(4)
Density functional theory data (the ωB97M-V functional and the def2-TZVPD basis) for C42H57BN10OPdSe as an isolated structure.

Computed properties:
Multiplicity: 3
HOMO level (spin up / spin down) in eV: -7.30 / -7.40
Total charge: 0
Energy relative to the best compared isomer or geometry (same formula, charge and spin) in kcal per mole: 7.63

Atoms and positions in Å:
Pd (0.26, -0.48, -0.06)
C (0.15, 3.22, 4.12)
C (-0.09, 2.91, 2.68)
C (-0.36, 3.78, 1.65)
C (-0.49, 2.97, 0.50)
N (-0.30, 1.70, 0.83)
N (-0.07, 1.66, 2.16)
B (0.08, 0.34, 2.96)
N (1.49, -0.25, 2.72)
N (1.96, -0.52, 1.47)
C (3.24, -0.92, 1.61)
C (3.57, -0.90, 2.98)
C (2.44, -0.46, 3.64)
C (2.25, -0.25, 5.10)
C (4.22, -1.29, 0.52)
C (3.58, -2.08, -0.61)
C (4.88, -0.02, -0.03)
C (5.33, -2.16, 1.13)
N (-1.03, -0.67, 2.58)
N (-1.51, -0.73, 1.32)
C (-2.58, -1.52, 1.33)
C (-2.78, -2.00, 2.63)
C (-1.78, -1.44, 3.39)
C (-1.50, -1.61, 4.85)
C (-3.50, -1.67, 0.14)
C (-4.83, -0.99, 0.51)
C (-3.75, -3.15, -0.15)
C (-2.94, -0.98, -1.10)
C (-0.95, 3.47, -0.86)
C (-2.38, 4.01, -0.69)
C (-0.04, 4.63, -1.30)
C (-0.96, 2.37, -1.94)
H (0.07, 4.29, 4.28)
H (-0.58, 2.72, 4.76)
H (1.14, 2.90, 4.43)
H (-0.46, 4.85, 1.72)
H (-0.02, 0.58, 4.13)
H (4.51, -1.15, 3.43)
H (3.17, -0.53, 5.62)
H (2.03, 0.79, 5.34)
H (1.44, -0.86, 5.50)
H (2.75, -1.54, -1.06)
H (4.32, -2.28, -1.38)
H (3.20, -3.03, -0.24)
H (4.15, 0.61, -0.55)
H (5.33, 0.57, 0.77)
H (5.66, -0.29, -0.75)
H (4.92, -3.03, 1.63)
H (6.00, -2.50, 0.34)
H (5.93, -1.60, 1.85)
H (-3.56, -2.66, 2.97)
H (-2.21, -2.31, 5.28)
H (-0.50, -1.99, 5.02)
H (-1.59, -0.66, 5.38)
H (-5.27, -1.45, 1.39)
H (-4.67, 0.07, 0.71)
H (-5.54, -1.08, -0.32)
H (-4.24, -3.64, 0.69)
H (-4.40, -3.26, -1.02)
H (-2.82, -3.67, -0.35)
H (-2.73, 0.07, -0.89)
H (-2.03, -1.46, -1.45)
H (-3.67, -1.02, -1.91)
H (-2.42, 4.80, 0.06)
H (-2.74, 4.41, -1.64)
H (-3.05, 3.21, -0.37)
H (-0.09, 5.46, -0.60)
H (1.00, 4.30, -1.36)
H (-0.34, 4.98, -2.28)
H (-0.86, 1.38, -1.51)
H (-1.90, 2.39, -2.49)
H (-0.14, 2.51, -2.65)
Se (0.08, -2.99, -0.23)
C (0.70, -3.66, -1.91)
C (1.68, -4.65, -1.97)
C (2.07, -5.14, -3.21)
N (1.55, -4.73, -4.37)
C (0.60, -3.81, -4.30)
C (0.14, -3.26, -3.11)
H (2.14, -5.02, -1.07)
H (2.84, -5.90, -3.28)
H (0.16, -3.51, -5.25)
H (-0.68, -2.54, -3.12)
C (-1.64, 6.02, -5.40)
C (-0.56, 5.03, -5.73)
C (0.69, 5.45, -6.17)
C (1.70, 4.54, -6.46)
C (1.47, 3.18, -6.34)
N (2.52, 2.30, -6.72)
C (2.67, 0.95, -6.52)
O (3.26, 0.25, -7.31)
N (2.11, 0.40, -5.37)
C (2.11, 0.90, -4.06)
C (2.68, 2.11, -3.66)
C (2.64, 2.45, -2.32)
C (2.03, 1.60, -1.41)
N (1.49, 0.44, -1.80)
C (1.53, 0.11, -3.08)
C (0.22, 2.73, -5.91)
C (-0.77, 3.66, -5.61)
H (-1.51, 6.95, -5.95)
H (-1.64, 6.26, -4.33)
H (-2.63, 5.62, -5.64)
H (0.89, 6.51, -6.28)
H (2.66, 4.89, -6.80)
H (3.09, 2.62, -7.48)
H (2.11, -0.61, -5.43)
H (3.18, 2.75, -4.37)
H (3.08, 3.37, -1.98)
H (1.97, 1.84, -0.36)
H (1.10, -0.85, -3.34)
H (0.01, 1.68, -5.84)
H (-1.74, 3.29, -5.29)

(5)
Density functional theory data (the ωB97M-V functional and the def2-TZVPD basis) for C29H40NO2P2SiTm as an isolated structure.

Computed properties:
Multiplicity: 3
HOMO level (spin up / spin down) in eV: -6.21 / -6.22
Total charge: 0

Atoms and positions in Å:
C (-0.82, 0.95, -4.22)
C (-0.84, 0.41, -2.93)
N (-0.02, 0.91, -1.96)
C (0.83, 1.94, -2.24)
C (0.90, 2.48, -3.53)
C (0.06, 1.99, -4.53)
C (-1.72, -0.76, -2.56)
P (-2.01, -0.82, -0.72)
Tm (0.00, 0.00, 0.00)
P (1.93, 1.19, 0.23)
C (1.63, 2.50, -1.08)
O (-0.56, -3.69, -2.96)
O (0.61, -3.73, -0.49)
H (-1.49, 0.54, -4.99)
H (1.60, 3.30, -3.73)
H (0.10, 2.40, -5.54)
C (-3.51, 0.21, -0.44)
C (-2.58, -2.53, -0.38)
H (2.55, 3.00, -1.43)
H (1.01, 3.25, -0.57)
H (-1.19, -1.72, -2.78)
H (-2.65, -0.76, -3.16)
C (2.29, 2.15, 1.75)
C (3.55, 0.44, -0.22)
H (0.71, -2.73, -0.50)
H (0.32, -3.90, 0.42)
H (-0.20, -3.86, -2.04)
H (0.26, -3.57, -3.48)
H (-0.78, 1.29, 0.72)
H (0.86, -1.30, -0.68)
H (-4.39, -0.18, -0.99)
H (-3.73, 0.21, 0.64)
H (-3.29, 1.24, -0.75)
H (-3.45, -2.82, -1.00)
H (-1.74, -3.21, -0.57)
H (-2.85, -2.59, 0.69)
H (4.36, 1.18, -0.25)
H (3.78, -0.34, 0.52)
H (3.44, -0.05, -1.20)
H (3.16, 2.82, 1.63)
H (1.39, 2.73, 2.02)
H (2.48, 1.43, 2.56)
C (-1.46, 2.77, 5.64)
C (-1.27, 3.05, 4.29)
C (-0.79, 2.06, 3.43)
C (-0.46, 0.76, 3.91)
C (-0.67, 0.51, 5.27)
C (-1.17, 1.50, 6.13)
Si (0.18, -0.64, 2.77)
C (1.85, -1.23, 3.30)
C (2.62, -2.00, 2.43)
C (3.88, -2.46, 2.82)
C (4.37, -2.17, 4.09)
C (3.60, -1.40, 4.97)
C (2.35, -0.93, 4.58)
C (-1.15, -1.87, 3.16)
C (-0.86, -3.14, 3.67)
C (-1.90, -4.02, 4.00)
C (-3.23, -3.63, 3.83)
C (-3.53, -2.36, 3.33)
C (-2.49, -1.48, 2.99)
H (-1.85, 3.54, 6.30)
H (-1.51, 4.03, 3.90)
H (-0.67, 2.35, 2.42)
H (-0.47, -0.47, 5.69)
H (-1.33, 1.29, 7.18)
H (2.24, -2.24, 1.44)
H (4.47, -3.05, 2.13)
H (5.34, -2.53, 4.40)
H (3.98, -1.17, 5.96)
H (1.79, -0.34, 5.28)
H (0.16, -3.45, 3.83)
H (-1.68, -5.00, 4.40)
H (-4.04, -4.30, 4.09)
H (-4.56, -2.05, 3.20)
H (-2.73, -0.50, 2.62)

(6)
Density functional theory data (the ωB97M-V functional and the def2-TZVPD basis) for C20H21FeN7 as an isolated structure.

Computed properties:
Multiplicity: 6
HOMO level (spin up / spin down) in eV: -16.63 / -16.63
Total charge: +3

Atoms and positions in Å:
Fe (0.18, -0.28, 0.37)
C (-1.83, 0.72, -1.88)
N (-0.75, 1.36, -1.10)
C (0.33, 1.96, -1.90)
C (1.58, 1.15, -1.89)
N (1.82, 0.16, -1.00)
C (3.06, -0.31, -1.28)
C (3.79, -1.37, -0.67)
C (5.03, -1.65, -1.18)
C (5.55, -0.91, -2.27)
C (4.83, 0.14, -2.89)
C (3.60, 0.42, -2.38)
N (2.61, 1.33, -2.72)
C (-1.73, -0.77, -1.84)
N (-1.01, -1.45, -0.97)
C (-1.22, -2.80, -1.23)
C (-0.68, -3.94, -0.64)
C (-1.07, -5.16, -1.14)
C (-1.98, -5.25, -2.21)
C (-2.51, -4.13, -2.82)
C (-2.11, -2.90, -2.30)
N (-2.41, -1.59, -2.66)
H (-2.79, 1.01, -1.47)
H (-1.81, 1.06, -2.92)
H (-1.17, 2.10, -0.54)
H (0.02, 2.12, -2.94)
H (0.58, 2.95, -1.50)
H (3.38, -1.93, 0.16)
H (5.62, -2.45, -0.75)
H (6.54, -1.15, -2.64)
H (5.24, 0.68, -3.73)
H (2.67, 2.03, -3.45)
H (0.02, -3.86, 0.18)
H (-0.68, -6.07, -0.71)
H (-2.27, -6.23, -2.58)
H (-3.19, -4.21, -3.65)
H (-3.05, -1.31, -3.39)
C (-0.64, -1.49, 5.73)
N (-0.29, -0.67, 4.57)
C (0.22, 0.60, 4.60)
C (0.41, 0.98, 3.31)
N (0.00, -0.05, 2.49)
C (-0.41, -1.03, 3.30)
H (-0.43, -0.94, 6.64)
H (-0.05, -2.41, 5.73)
H (-1.69, -1.76, 5.71)
H (0.42, 1.13, 5.52)
H (0.79, 1.91, 2.93)
H (-0.82, -1.98, 2.97)

Electronic energy in eV, matching the order above: -63832.3092, -12478.6464, -135799.1809, -130934.4511, -92286.1236, -65874.6052
Maximum force in eV/A, matching the order above: 2.2, 5.4, 2.0, 0.5, 8.0, 1.5